A single C10H17N3O2 molecule, computed with ωB97M-V with the def2-TZVPD basis set.

Calculated values
total charge	0
energy above the lowest of the compared OMol25 structures with the same formula, charge and spin	0.4	kcal per mole
frontier orbital gap	8.6	eV
SMILES	CCCCn1cnc(C(=O)OCC)c1N

Geometry as XYZ:
```
32
Properties=species:S:1:pos:R:3:forces:R:3:mulliken_charge:R:1
C -4.50636 -1.23751 -1.69211 0.16 -0.04 0.18 -1.42
C -3.55723 -0.89159 -0.55182 -0.17 0.22 -0.18 -0.07
C -3.70448 0.56770 -0.12734 0.22 -0.27 0.25 -0.49
C -2.75104 0.95121 1.00927 -0.60 0.07 -0.18 -1.08
N -1.37365 0.90434 0.59551 0.44 -0.31 0.07 0.12
C -0.71246 1.88043 -0.11424 0.22 0.17 -0.12 -0.34
N 0.50176 1.55557 -0.40654 0.16 0.32 -0.25 -0.66
C 0.68957 0.30102 0.11607 -0.61 -0.11 0.32 0.32
C 1.90831 -0.47489 0.10225 -0.07 -0.19 0.18 0.50
O 1.99258 -1.56756 0.64575 0.03 0.02 -0.10 -0.75
O 2.92090 0.11863 -0.52989 -0.12 0.30 -0.07 -0.28
C 4.16874 -0.56703 -0.56037 0.49 -0.40 0.17 -0.23
C 5.29210 0.45456 -0.51946 -0.46 -0.13 -0.05 -1.15
C -0.48386 -0.11575 0.74335 0.66 0.08 -0.31 0.43
N -0.74467 -1.32677 1.30978 -0.22 -0.25 0.22 -0.38
H -4.39100 -2.27950 -1.97899 -0.05 -0.09 -0.09 0.38
H -4.29963 -0.61802 -2.56182 -0.02 0.05 -0.13 0.34
H -5.54018 -1.07522 -1.39389 -0.13 0.00 -0.03 0.35
H -2.52964 -1.07815 -0.86776 0.03 -0.06 0.09 0.22
H -3.76518 -1.54043 0.30210 0.09 -0.04 0.05 0.25
H -3.50866 1.21583 -0.98424 -0.05 0.08 -0.01 0.32
H -4.72822 0.75073 0.20593 -0.05 0.06 -0.02 0.38
H -2.89089 0.27230 1.85551 0.01 0.14 0.00 0.34
H -2.96980 1.97018 1.34425 0.07 -0.16 0.09 0.41
H -1.18004 2.80960 -0.37079 -0.21 0.23 -0.01 0.46
H 4.21402 -1.15664 -1.48406 -0.05 0.04 0.15 0.26
H 4.21867 -1.25388 0.29232 0.02 0.12 -0.23 0.33
H 5.19676 1.14155 -1.35568 0.08 0.10 -0.08 0.29
H 5.24674 1.02608 0.40383 0.04 0.06 0.08 0.30
H 6.25137 -0.05224 -0.57863 0.10 -0.04 -0.01 0.39
H -1.38682 -1.35714 2.08638 0.07 0.00 -0.02 0.21
H 0.10784 -1.86720 1.41880 -0.08 0.02 0.06 0.26
```
Positions in Å, forces in eV/Å.